ORCA calculation (the ωB97M-V functional and the def2-TZVPD basis) on a molecular structure, C43H57BrCrN7O2SSi.

HOMO energy (alpha / beta) = -0.2819 / -0.2846 hartree
expectation value of S² = 0.77
spin multiplicity = 2

Each line ends with the Löwdin charge.
Positions of all 113 atoms, in Å:
Cr1 -0.440 -2.127 1.394  0.583
C1 1.622 1.046 1.464  -0.078
C2 0.679 1.307 2.606  -0.207
C3 1.065 2.214 3.589  -0.056
C4 0.253 2.490 4.671  -0.081
C5 -0.948 1.813 4.808  -0.049
C6 -1.358 0.888 3.860  -0.222
C7 -2.613 0.096 4.115  -0.042
C8 -0.558 0.662 2.720  -0.226
N1 -1.028 -0.248 1.726  -0.026
C9 -2.229 0.100 1.160  -0.511
O1 -2.686 1.220 1.025  0.060
C10 -3.011 -1.118 0.769  -0.179
C11 -4.304 -1.121 0.282  0.027
C12 -4.924 -2.347 0.071  -0.025
C13 -4.228 -3.520 0.329  0.030
C14 -2.928 -3.427 0.796  -0.145
N2 -2.356 -2.249 1.033  0.029
C15 -1.996 -4.586 1.007  -0.467
O2 -2.378 -5.746 0.923  0.062
N3 -0.752 -4.135 1.259  0.004
C16 0.290 -5.076 1.518  -0.188
C17 1.268 -5.326 0.545  -0.204
C18 1.065 -4.948 -0.899  -0.019
C19 2.412 -6.034 0.900  -0.060
C20 2.560 -6.552 2.173  -0.086
C21 1.510 -6.448 3.071  -0.053
C22 0.355 -5.747 2.752  -0.202
C23 -0.842 -5.810 3.660  -0.037
H1 2.070 1.978 1.117  0.060
H2 1.117 0.576 0.626  -0.033
H3 2.431 0.390 1.798  0.084
H4 2.019 2.720 3.488  0.113
H5 0.562 3.217 5.411  0.099
H6 -1.578 1.993 5.671  0.109
H7 -2.808 0.052 5.185  0.083
H8 -2.507 -0.926 3.747  0.046
H9 -3.478 0.549 3.625  0.088
H10 -4.793 -0.177 0.086  0.126
H11 -5.941 -2.385 -0.298  0.112
H12 -4.655 -4.501 0.176  0.126
H13 0.178 -4.335 -1.032  0.063
H14 0.921 -5.860 -1.482  0.096
H15 1.931 -4.428 -1.312  0.068
H16 3.182 -6.193 0.152  0.110
H17 3.458 -7.093 2.442  0.098
H18 1.576 -6.938 4.036  0.106
H19 -0.628 -6.438 4.525  0.078
H20 -1.679 -6.249 3.113  0.076
H21 -1.147 -4.828 4.007  0.038
C24 3.602 -2.293 0.094  -0.003
C25 2.130 -2.115 0.252  -0.266
N4 1.519 -2.205 1.403  -0.076
N5 2.287 -2.435 2.483  0.021
C26 1.624 -2.474 3.616  -0.783
N6 2.338 -2.677 4.741  0.097
S1 -0.077 -2.238 3.781  0.802
C27 1.254 -1.906 -0.886  -0.244
C28 1.723 -1.744 -2.187  -0.011
C29 0.829 -1.679 -3.236  -0.040
C30 -0.527 -1.784 -2.959  -0.044
C31 -0.924 -1.888 -1.641  -0.120
N7 -0.072 -1.939 -0.617  0.033
H22 4.050 -2.398 1.075  0.071
H23 4.053 -1.444 -0.425  0.089
H24 3.808 -3.199 -0.482  0.089
H25 3.297 -2.969 4.661  0.103
H26 1.835 -2.869 5.587  0.085
H27 2.789 -1.687 -2.357  0.120
H28 1.178 -1.551 -4.252  0.119
H29 -1.266 -1.780 -3.747  0.115
H30 -1.979 -1.941 -1.407  0.120
C32 -2.782 3.091 -2.888  -0.112
C33 -1.451 3.524 -3.522  -0.629
C34 -1.180 2.564 -4.688  -0.109
C35 -1.610 4.944 -4.085  -0.088
Si1 -0.002 3.458 -2.244  0.510
Br1 -0.239 1.431 -1.270  0.721
C36 1.763 3.352 -3.041  -0.623
C37 2.015 2.008 -3.743  -0.121
C38 2.846 3.477 -1.959  -0.100
C39 1.954 4.479 -4.067  -0.091
C40 -0.138 4.744 -0.816  -0.616
C41 -1.601 4.936 -0.393  -0.094
C42 0.616 4.268 0.436  -0.111
C43 0.428 6.100 -1.265  -0.089
H31 -3.557 3.077 -3.662  0.087
H32 -3.111 3.768 -2.103  0.059
H33 -2.720 2.089 -2.462  0.046
H34 -2.045 2.562 -5.359  0.087
H35 -1.033 1.541 -4.331  0.064
H36 -0.310 2.862 -5.275  0.063
H37 -2.374 4.949 -4.868  0.088
H38 -0.681 5.317 -4.524  0.067
H39 -1.928 5.649 -3.315  0.066
H40 2.039 1.190 -3.025  0.037
H41 2.991 2.050 -4.240  0.088
H42 1.267 1.772 -4.498  0.055
H43 2.726 2.708 -1.191  0.066
H44 2.844 4.456 -1.481  0.064
H45 3.830 3.337 -2.419  0.089
H46 1.299 4.345 -4.930  0.066
H47 2.986 4.478 -4.433  0.087
H48 1.757 5.464 -3.638  0.068
H49 -2.049 3.992 -0.071  0.079
H50 -2.208 5.370 -1.188  0.062
H51 -1.637 5.623 0.458  0.091
H52 0.192 3.341 0.826  0.046
H53 0.518 5.028 1.218  0.094
H54 1.679 4.114 0.256  0.056
H55 -0.055 6.465 -2.176  0.070
H56 1.503 6.053 -1.446  0.063
H57 0.260 6.845 -0.481  0.089

=====

ORCA calculation (the ωB97M-V functional and the def2-TZVPD basis) on a molecular structure, C43H59Cl3N4O5SeSiV.

HOMO energy (alpha / beta) = -0.1886 / -0.1901 hartree
expectation value of S² = 2.02
charge = -1
spin multiplicity = 3

Each line ends with the Löwdin charge.
Positions of all 117 atoms, in Å:
V1 -0.525 -1.085 -0.260  0.549
C1 -0.838 3.262 5.771  -0.070
C2 0.587 2.823 5.434  -0.561
C3 1.397 4.075 5.069  -0.050
C4 1.200 2.170 6.682  -0.051
C5 0.616 1.846 4.259  -0.172
C6 -0.527 1.449 3.577  -0.048
C7 -0.415 0.646 2.460  -0.354
Se1 -1.948 0.068 1.433  1.189
C8 -2.148 1.660 0.374  -0.348
C9 -2.621 2.847 0.897  -0.044
C10 -2.747 3.964 0.075  -0.175
C11 -2.487 3.772 -1.282  0.010
C12 -2.070 2.567 -1.848  -0.080
C13 -1.782 1.507 -0.966  -0.323
O1 -1.147 0.398 -1.349  -0.262
C14 -1.886 2.473 -3.373  -0.526
C15 -2.954 3.314 -4.085  -0.069
C16 -2.030 1.043 -3.918  -0.046
C17 -0.497 3.014 -3.748  -0.038
C18 -3.112 5.353 0.605  -0.561
C19 -4.322 5.921 -0.149  -0.056
C20 -3.451 5.312 2.096  -0.073
C21 -1.911 6.294 0.412  -0.051
C22 0.815 0.198 1.975  -0.295
O2 0.830 -0.461 0.791  -0.295
C23 1.977 0.487 2.708  -0.072
C24 1.827 1.330 3.810  0.007
C25 3.404 0.003 2.379  -0.525
C26 3.488 -1.077 1.294  -0.060
C27 4.040 -0.589 3.649  -0.053
C28 4.234 1.208 1.908  -0.047
H1 -0.814 3.970 6.605  0.082
H2 -1.317 3.758 4.920  0.076
H3 -1.459 2.410 6.069  0.089
H4 1.390 4.792 5.899  0.081
H5 2.438 3.823 4.845  0.076
H6 0.971 4.562 4.186  0.088
H7 1.170 2.865 7.530  0.080
H8 0.644 1.267 6.954  0.091
H9 2.243 1.886 6.516  0.075
H10 -1.516 1.748 3.906  0.098
H11 -2.874 2.888 1.951  0.095
H12 -2.623 4.619 -1.949  0.099
H13 -3.954 3.060 -3.721  0.094
H14 -2.803 4.388 -3.949  0.069
H15 -2.918 3.115 -5.161  0.079
H16 -2.996 0.612 -3.631  0.098
H17 -1.977 1.075 -5.014  0.081
H18 -1.257 0.375 -3.552  0.060
H19 -0.392 4.058 -3.437  0.082
H20 0.289 2.436 -3.252  0.075
H21 -0.337 2.957 -4.832  0.083
H22 -5.179 5.247 -0.058  0.090
H23 -4.604 6.897 0.262  0.079
H24 -4.109 6.053 -1.213  0.073
H25 -4.286 4.634 2.299  0.089
H26 -2.591 4.988 2.691  0.075
H27 -3.736 6.313 2.434  0.081
H28 -1.643 6.377 -0.646  0.078
H29 -2.139 7.299 0.791  0.081
H30 -1.039 5.909 0.950  0.088
H31 2.728 1.606 4.353  0.099
H32 2.863 -1.939 1.530  0.046
H33 3.187 -0.697 0.319  0.073
H34 4.529 -1.415 1.223  0.086
H35 3.414 -1.392 4.051  0.095
H36 5.023 -1.008 3.407  0.081
H37 4.183 0.159 4.435  0.069
H38 3.789 1.647 1.009  0.090
H39 4.284 1.987 2.677  0.075
H40 5.257 0.894 1.667  0.083
Cl1 -1.724 -4.881 0.318  0.234
Si1 -0.680 -3.176 1.054  -0.425
Cl2 -1.679 -2.997 2.932  0.131
Cl3 1.072 -4.137 1.801  0.187
C29 -2.460 -4.847 -3.872  -0.028
N1 -2.868 -3.805 -2.944  -0.059
C30 -4.186 -3.562 -2.670  -0.078
C31 -4.546 -2.611 -1.811  0.001
C32 -3.516 -1.823 -1.141  -0.498
O3 -3.858 -0.915 -0.391  -0.038
N2 -2.176 -2.119 -1.389  0.059
C33 -1.852 -3.098 -2.294  -0.542
O4 -0.698 -3.435 -2.584  -0.018
H41 -3.352 -5.261 -4.336  0.080
H42 -1.916 -5.636 -3.354  0.087
H43 -1.802 -4.443 -4.638  0.090
H44 -4.902 -4.184 -3.193  0.118
H45 -5.581 -2.402 -1.582  0.106
C34 1.036 -6.134 -1.161  -0.105
C35 1.507 -5.534 -2.476  -0.202
N3 2.956 -5.303 -2.510  -0.045
C36 3.820 -6.488 -2.532  -0.204
C37 4.584 -6.701 -1.231  -0.073
C38 3.551 -4.096 -2.664  -0.404
O5 4.761 -3.975 -2.855  0.043
C39 2.708 -2.851 -2.599  -0.091
C40 2.995 -1.854 -3.518  0.008
C41 2.302 -0.666 -3.454  -0.024
C42 1.332 -0.513 -2.476  -0.084
N4 1.032 -1.471 -1.592  -0.003
C43 1.737 -2.608 -1.649  -0.071
H46 -0.055 -6.140 -1.120  0.009
H47 1.392 -5.543 -0.313  0.002
H48 1.394 -7.162 -1.038  0.072
H49 0.980 -4.606 -2.680  0.073
H50 1.268 -6.219 -3.295  0.119
H51 4.527 -6.383 -3.353  0.113
H52 3.177 -7.344 -2.737  0.111
H53 5.268 -5.870 -1.064  0.070
H54 5.167 -7.625 -1.280  0.070
H55 3.897 -6.765 -0.384  0.069
H56 3.766 -2.027 -4.259  0.123
H57 2.499 0.141 -4.147  0.107
H58 0.766 0.401 -2.384  0.092
H59 1.515 -3.344 -0.883  0.083

=====

ORCA calculation (the ωB97M-V functional and the def2-TZVPD basis) on a molecular structure, C43H60BCl3CsN7O4S4SiTe.

HOMO energy = -0.0869 hartree
charge = -2

Each line ends with the Löwdin charge.
Positions of all 125 atoms, in Å:
Cs1 -1.474 0.514 -0.440  1.025
C1 -4.734 2.000 4.992  -0.038
C2 -3.906 0.973 4.219  -0.544
C3 -4.497 -0.437 4.372  -0.043
C4 -3.915 1.296 2.724  -0.074
N1 -2.533 0.967 4.788  -0.017
C5 -2.179 0.102 5.819  -0.098
C6 -0.859 0.215 5.993  -0.123
N2 -0.374 1.162 5.114  0.024
B1 1.158 1.246 4.913  -0.612
N3 1.607 2.480 4.105  0.013
C7 1.854 3.671 4.751  -0.090
C8 2.122 4.604 3.829  -0.075
N4 2.057 3.989 2.582  -0.003
C9 1.713 2.672 2.758  -0.700
S1 1.393 1.529 1.559  0.658
C10 2.195 4.776 1.325  -0.537
C11 3.206 5.906 1.577  -0.059
C12 2.710 3.951 0.143  -0.088
C13 0.818 5.348 0.985  -0.034
N5 1.749 -0.038 4.244  0.020
C14 3.124 -0.152 4.254  -0.082
C15 3.463 -1.273 3.604  -0.061
N6 2.286 -1.870 3.169  0.007
C16 1.225 -1.095 3.587  -0.693
S2 -0.417 -1.328 3.239  0.704
C17 2.232 -3.186 2.478  -0.544
C18 1.577 -3.037 1.105  -0.047
C19 1.481 -4.193 3.352  -0.043
C20 3.653 -3.705 2.260  -0.061
C21 -1.427 1.698 4.422  -0.702
S3 -1.424 3.120 3.499  0.637
H1 -5.766 2.005 4.631  0.082
H2 -4.302 2.993 4.853  0.071
H3 -4.735 1.764 6.059  0.077
H4 -5.358 -0.537 3.712  0.085
H5 -4.831 -0.637 5.393  0.072
H6 -3.764 -1.193 4.084  0.085
H7 -4.940 1.192 2.361  0.089
H8 -3.280 0.590 2.184  0.061
H9 -3.558 2.299 2.523  0.009
H10 -2.880 -0.558 6.293  0.106
H11 -0.198 -0.328 6.648  0.118
H12 1.668 1.325 6.017  0.115
H13 1.781 3.755 5.821  0.113
H14 2.321 5.651 3.957  0.102
H15 4.109 5.517 2.050  0.087
H16 2.795 6.701 2.203  0.066
H17 3.481 6.350 0.620  0.078
H18 3.578 3.351 0.425  0.084
H19 2.997 4.644 -0.652  0.081
H20 1.948 3.288 -0.255  0.011
H21 0.459 6.002 1.784  0.082
H22 0.107 4.528 0.862  0.061
H23 0.863 5.905 0.046  0.085
H24 3.745 0.608 4.698  0.119
H25 4.439 -1.651 3.369  0.100
H26 0.563 -2.658 1.202  0.029
H27 1.548 -4.014 0.621  0.064
H28 2.147 -2.344 0.480  0.091
H29 0.447 -3.883 3.487  0.037
H30 1.956 -4.263 4.335  0.086
H31 1.499 -5.176 2.876  0.082
H32 4.231 -3.018 1.638  0.087
H33 3.581 -4.654 1.728  0.083
H34 4.178 -3.876 3.202  0.080
C22 -2.973 4.758 -4.460  -0.192
Si1 -1.214 4.402 -5.019  0.483
C23 -0.071 5.804 -4.498  -0.200
C24 -1.262 4.513 -6.917  -0.211
C25 -0.613 2.678 -4.615  -0.274
C26 -0.402 1.725 -5.597  -0.106
C27 0.024 0.438 -5.268  -0.082
C28 0.250 0.172 -3.934  -0.159
N7 0.067 1.051 -2.947  -0.091
C29 -0.393 2.288 -3.253  -0.822
S4 -0.738 3.389 -1.980  0.471
H35 -3.285 5.758 -4.779  0.020
H36 -3.037 4.700 -3.374  -0.001
H37 -3.673 4.031 -4.884  0.027
H38 -0.405 6.749 -4.939  0.019
H39 0.957 5.618 -4.827  0.027
H40 -0.065 5.900 -3.412  -0.008
H41 -1.575 5.516 -7.225  0.017
H42 -1.968 3.797 -7.349  0.021
H43 -0.277 4.322 -7.356  0.023
H44 -0.575 1.982 -6.638  0.082
H45 0.174 -0.326 -6.019  0.084
H46 0.597 -0.809 -3.624  0.083
O1 -2.717 -3.307 1.995  -0.100
H47 -2.807 -2.656 1.290  0.019
H48 -1.838 -3.128 2.362  -0.069
O2 2.481 0.043 -1.246  -0.113
H49 2.449 0.475 -0.378  -0.071
H50 1.731 0.433 -1.723  -0.018
Cl1 -5.945 -2.351 -1.737  0.569
C30 -4.555 -1.838 -2.713  -1.490
Cl2 -4.035 -3.193 -3.721  0.557
Cl3 -5.048 -0.493 -3.777  0.573
C31 -3.396 -1.263 -1.769  -0.950
O3 -2.229 -1.570 -2.062  -0.338
O4 -3.812 -0.506 -0.887  -0.290
Te1 -0.534 -3.971 -2.079  1.444
C32 0.125 -3.831 -4.094  -0.510
C33 1.313 -3.180 -4.416  -0.168
C34 1.753 -3.127 -5.733  -0.093
C35 1.006 -3.718 -6.742  -0.103
C36 -0.187 -4.358 -6.430  -0.096
C37 -0.625 -4.412 -5.113  -0.142
C38 0.761 -5.627 -1.678  -0.525
C39 2.087 -5.693 -2.101  -0.129
C40 2.910 -6.737 -1.701  -0.102
C41 2.426 -7.730 -0.858  -0.116
C42 1.104 -7.679 -0.435  -0.108
C43 0.281 -6.638 -0.847  -0.162
H51 1.894 -2.697 -3.638  0.098
H52 2.676 -2.611 -5.968  0.103
H53 1.346 -3.671 -7.770  0.093
H54 -0.779 -4.818 -7.212  0.096
H55 -1.556 -4.910 -4.876  0.079
H56 2.489 -4.916 -2.739  0.085
H57 3.939 -6.770 -2.039  0.095
H58 3.076 -8.532 -0.528  0.090
H59 0.710 -8.456 0.210  0.095
H60 -0.750 -6.603 -0.512  0.087

=====

ORCA calculation (the ωB97M-V functional and the def2-TZVPD basis) on a molecular structure, C43H60BrHfN8O2.

HOMO energy = -0.0973 hartree
charge = -1

Each line ends with the Löwdin charge.
Positions of all 115 atoms, in Å:
Hf1 0.313 0.128 -0.266  1.741
C1 2.682 -0.380 5.445  -0.054
C2 3.506 -1.391 4.432  -0.144
C3 2.710 -1.648 3.173  -0.124
C4 2.261 -2.841 2.690  -0.151
C5 2.504 -4.163 3.338  -0.213
C6 3.597 -5.030 2.768  -0.106
C7 1.461 -2.607 1.533  -0.196
C8 0.782 -3.526 0.740  0.055
C9 -0.114 -3.180 -0.342  -0.316
C10 -0.801 -4.178 -1.036  -0.136
C11 -0.937 -5.628 -0.548  -0.172
C12 -2.041 -5.819 0.552  -0.083
C13 -1.332 -3.611 -2.187  -0.160
C14 -0.884 -2.264 -2.168  -0.212
C15 -0.927 -1.404 -3.248  0.003
C16 -0.398 -0.108 -3.363  -0.187
N1 0.433 0.529 -2.410  -0.085
C17 0.867 1.690 -2.860  -0.273
C18 1.637 2.640 -2.183  0.007
C19 2.206 2.495 -0.832  -0.282
N2 2.156 1.292 -0.151  -0.037
C20 2.761 1.575 1.091  -0.309
C21 2.944 0.562 2.049  0.003
C22 2.271 -0.579 2.226  -0.208
N3 1.311 -1.169 1.325  -0.158
C23 3.176 2.888 1.173  -0.164
C24 2.760 3.537 -0.069  -0.142
C25 2.769 5.037 -0.436  -0.234
C26 3.907 5.364 -1.343  -0.126
C27 3.728 3.519 2.408  -0.202
C28 2.700 3.594 3.560  -0.100
C29 0.317 1.874 -4.281  -0.127
C30 -0.431 0.768 -4.584  -0.131
C31 -1.240 0.566 -5.809  -0.201
C32 -0.483 -0.114 -6.956  -0.076
C33 0.431 3.095 -5.098  -0.195
C34 -0.831 4.032 -4.938  -0.073
N4 -0.149 -1.991 -0.943  0.000
C35 -2.317 -4.225 -3.133  -0.190
C36 -1.769 -5.350 -4.034  -0.086
H1 3.266 0.162 6.280  0.087
H2 2.053 -0.980 5.991  0.018
H3 2.228 0.400 4.849  0.031
H4 3.689 -2.312 4.951  0.073
H5 4.564 -1.030 4.230  0.119
H6 1.524 -4.742 3.184  0.133
H7 2.556 -4.108 4.409  0.093
H8 3.327 -5.303 1.717  0.084
H9 3.659 -5.996 3.321  0.075
H10 4.614 -4.652 2.780  0.066
H11 0.722 -4.613 0.958  0.106
H12 -0.026 -6.049 -0.149  0.082
H13 -1.176 -6.301 -1.345  0.072
H14 -2.961 -5.356 0.258  0.023
H15 -1.769 -5.480 1.551  0.060
H16 -2.194 -6.913 0.665  0.067
H17 -1.402 -1.754 -4.186  0.110
H18 1.912 3.537 -2.772  0.082
H19 3.567 0.731 2.917  0.111
H20 2.865 5.645 0.503  0.105
H21 1.794 5.286 -0.883  0.105
H22 4.856 5.092 -0.832  0.084
H23 4.014 6.420 -1.527  0.057
H24 3.791 4.722 -2.231  0.074
H25 4.124 4.553 2.119  0.119
H26 4.623 3.087 2.813  0.092
H27 1.728 4.135 3.296  0.085
H28 3.098 4.146 4.417  0.060
H29 2.343 2.596 3.868  0.047
H30 -1.797 1.473 -6.164  0.116
H31 -2.082 -0.062 -5.544  0.098
H32 0.335 0.496 -7.230  0.053
H33 -1.034 -0.234 -7.806  0.033
H34 -0.094 -1.066 -6.588  0.085
H35 0.582 2.773 -6.132  0.097
H36 1.315 3.762 -4.866  0.111
H37 -1.694 3.458 -5.144  0.035
H38 -0.768 4.884 -5.656  0.075
H39 -0.890 4.397 -3.925  0.064
H40 -2.650 -3.314 -3.631  0.086
H41 -3.231 -4.540 -2.529  0.130
H42 -0.787 -5.197 -4.417  0.061
H43 -2.489 -5.591 -4.822  0.064
H44 -1.707 -6.224 -3.382  0.050
N5 -0.065 1.901 1.252  0.004
C37 -1.489 2.061 1.519  -0.291
C38 -1.843 3.173 2.476  -0.152
C39 -3.288 3.271 2.888  -0.156
C40 -3.981 1.877 3.060  -0.154
N6 -4.488 1.482 1.743  0.062
C41 -4.759 0.221 1.469  -0.478
N7 -4.724 -0.081 0.148  0.172
N8 -4.940 -0.765 2.344  0.160
C42 -2.096 2.067 0.102  -0.552
O1 -3.151 2.698 -0.073  0.005
O2 -1.461 1.399 -0.783  -0.084
H45 0.398 1.726 2.105  0.068
H46 0.302 2.806 0.923  0.130
H47 -1.875 1.121 1.959  0.127
H48 -1.679 4.161 2.085  0.114
H49 -1.147 3.099 3.376  0.141
H50 -3.858 3.775 2.118  0.107
H51 -3.388 3.831 3.815  0.109
H52 -4.717 1.856 3.816  0.094
H53 -3.300 1.087 3.330  0.104
H54 -4.226 2.097 0.948  0.086
H55 -4.244 0.593 -0.496  0.133
H56 -4.943 -0.999 -0.135  -0.115
H57 -5.355 -0.502 3.268  0.136
H58 -5.196 -1.626 1.771  -0.070
C43 -0.168 -0.871 1.719  -0.166
H59 -0.644 -1.860 1.819  0.064
H60 -0.150 -0.337 2.661  0.044
Br1 -5.453 -3.178 0.173  -0.273